{
  "formula": "C20H15BF2I2N3ORu",
  "method": "wB97M-V/def2-TZVPD",
  "symbols": ["Ru", "I", "C", "C", "C", "I", "C", "O", "C", "C", "N", "C", "C", "C", "C", "C", "C", "N", "C", "H", "H", "H", "H", "H", "H", "H", "H", "H", "H", "H", "F", "B", "F", "N", "C", "C", "C", "C", "C", "C", "C", "H", "H", "H", "H"],
  "xyz": [[-0.1687, 0.4422, -0.5202], [3.1853, 5.5542, 3.4239], [2.7123, 3.9742, 2.1457], [3.0066, 4.0697, 0.7977], [2.6852, 3.0210, -0.0540], [3.0719, 3.1536, -2.0900], [2.0676, 1.8707, 0.4287], [1.7273, 0.8548, -0.3683], [1.7825, 1.7892, 1.8100], [1.1239, 0.5363, 2.3184], [-0.2132, 0.3418, 1.6989], [-0.8165, -0.9684, 1.9757], [-2.0128, -1.1712, 1.0762], [-3.1295, -1.8812, 1.4711], [-4.1554, -2.0917, 0.5620], [-4.0291, -1.5800, -0.7172], [-2.8924, -0.8633, -1.0427], [-1.9029, -0.6577, -0.1676], [2.0990, 2.8375, 2.6550], [3.4764, 4.9583, 0.3999], [1.0402, 0.5702, 3.4085], [1.7183, -0.3386, 2.0446], [-0.8376, 1.0619, 2.0521], [-1.0885, -1.1042, 3.0265], [-0.0664, -1.7264, 1.7301], [-3.1888, -2.2651, 2.4804], [-5.0385, -2.6452, 0.8509], [-4.8003, -1.7202, -1.4606], [-2.7488, -0.4306, -2.0230], [1.8725, 2.7672, 3.7120], [-2.4345, 2.2869, -0.1123], [-1.1374, 2.1657, -0.4750], [-0.5587, 3.3369, -0.7616], [-0.0339, -0.4450, -7.9058], [-0.0646, -0.2771, -6.7687], [-0.1097, -0.0677, -5.3478], [0.7073, -0.8186, -4.5030], [0.6449, -0.6139, -3.1366], [-0.2145, 0.3314, -2.5543], [-1.0087, 1.0772, -3.4361], [-0.9675, 0.8868, -4.8091], [1.3838, -1.5501, -4.9253], [1.3082, -1.1963, -2.5033], [-1.6792, 1.8427, -3.0583], [-1.5894, 1.4792, -5.4676]],
  "lowdin_spin": [0.8293, -0.0002, -0.0011, 0.0003, 0.0011, 0.0005, 0.0070, 0.1042, 0.0007, 0.0016, 0.0021, -0.0003, -0.0010, -0.0004, -0.0018, 0.0012, 0.0044, 0.0143, 0.0002, 0.0001, 0.0005, -0.0001, -0.0007, -0.0002, -0.0001, 0.0000, -0.0001, 0.0003, 0.0006, 0.0001, -0.0019, -0.0059, -0.0022, 0.0083, 0.0022, 0.0167, -0.0040, 0.0180, -0.0061, 0.0160, -0.0045, -0.0006, 0.0015, 0.0004, -0.0007],
  "homo_lumo_gap_ev": [7.647, 7.414],
  "s2": 0.76,
  "de_lowest_kcal_mol": 10.16,
  "multiplicity": 2
}